Run 1
Density functional theory data (ωB97M-V/def2-TZVPD) for C3H3NO4 as an isolated structure.

Structure (XYZ):
```
11
C3H3NO4 (ωB97M-V/def2-TZVPD)
C -1.01 -0.31 -0.25
C -0.20 -1.34 -0.05
C 1.10 -0.70 -0.10
H -2.67 0.89 -0.13
H -0.25 -2.43 -0.31
H 1.28 1.76 1.39
N 0.86 0.72 -0.63
O -2.29 -0.09 0.24
O 2.28 -1.08 0.07
O 1.38 1.67 0.13
O -0.48 0.90 -0.35
```

HOMO energy	-9.6	eV
Kohn-Sham gap	9.4	eV

=====

Run 2
Density functional theory data (ωB97M-V/def2-TZVPD) for one molecule with the formula C3H3NO4.

Structure (XYZ):
```
11
C3H3NO4 (ωB97M-V/def2-TZVPD)
O -1.01 3.02 -0.55
C -0.16 2.23 -0.11
N 0.26 1.06 -0.72
O 0.72 0.01 0.16
C 0.08 -1.15 -0.29
O -0.51 -1.28 -1.30
C 0.28 -2.08 0.88
O -0.44 -3.14 0.64
H 0.62 2.36 0.89
H -0.42 0.86 -1.44
H 0.58 -1.89 1.83
```

structure (SMILES)	O=CNOC(=O)C=O
HOMO energy	-10.7	eV
Kohn-Sham gap	9.2	eV

=====

Last place for stability: run 1

=====

Run 1
Density functional theory data (ωB97M-V/def2-TZVPD) for a 2-piece molecular cluster, C11H12NO2 overall.

Structure (XYZ):
```
26
C11H12NO2 (ωB97M-V/def2-TZVPD)
C 1.64 0.10 2.62
C 2.61 -1.00 2.98
O 2.25 -1.98 3.71
O 3.84 -0.88 2.67
H 2.09 0.94 2.11
H 1.23 0.72 3.53
H 0.72 -0.32 2.20
C -3.35 -0.35 -0.55
C 0.24 -0.46 -1.05
C -0.97 0.41 -0.92
C -1.92 -0.47 -0.23
C -1.24 -1.55 0.23
C 1.46 1.37 -2.24
C 1.37 0.12 -1.68
C 0.17 2.15 -2.21
C -0.95 1.68 -1.55
N 0.09 -1.56 -0.31
H 2.30 2.00 -2.54
H 2.22 -0.67 -1.71
H 0.03 3.08 -2.51
H -1.75 2.31 -1.52
H 0.64 -2.30 0.04
H -1.51 -2.34 0.90
H -3.64 0.66 -0.74
H -3.97 -0.64 0.27
H -3.59 -1.04 -1.50
```

HOMO energy	-3.4	eV
Kohn-Sham gap	6.3	eV
total charge	-1

=====

Run 2
Density functional theory data (ωB97M-V/def2-TZVPD) for a 2-piece molecular cluster, C11H12NO2 overall.

Structure (XYZ):
```
26
C11H12NO2 (ωB97M-V/def2-TZVPD)
C 2.46 -2.76 -2.12
C 1.17 -2.43 -2.92
O 0.42 -3.40 -3.17
O 0.99 -1.22 -3.21
H 3.12 -3.39 -2.73
H 2.18 -3.36 -1.25
H 2.94 -1.83 -1.82
C -0.11 2.06 3.35
C -0.21 0.46 -0.02
C -0.89 1.00 1.09
C 0.10 1.31 2.07
C 1.31 0.93 1.55
C -2.24 0.34 -1.24
C -0.87 0.19 -1.22
C -2.94 0.74 -0.10
C -2.30 1.11 1.06
N 1.11 0.36 0.31
H -2.76 0.07 -2.15
H -0.30 -0.07 -2.10
H -4.02 0.72 -0.07
H -2.76 1.34 2.01
H 1.81 0.21 -0.40
H 2.29 0.82 1.99
H 0.29 3.07 3.30
H 0.37 1.55 4.19
H -1.17 2.18 3.59
```

HOMO energy	-4.3	eV
Kohn-Sham gap	7.3	eV
total charge	-1

=====

Run 3
Density functional theory data (ωB97M-V/def2-TZVPD) for a 2-piece molecular cluster, C11H12NO2 overall.

Structure (XYZ):
```
26
C11H12NO2 (ωB97M-V/def2-TZVPD)
C 0.58 3.32 2.08
C 0.79 4.28 0.85
O 1.93 4.31 0.34
O -0.22 4.96 0.54
H 0.67 3.96 2.95
H 1.37 2.58 2.03
H -0.43 2.91 2.04
C -0.76 -4.70 -0.57
C -0.01 -1.10 -0.96
C -0.63 -2.19 -0.33
C -0.17 -3.40 -0.98
C 0.52 -2.96 -2.09
C -0.43 0.36 0.79
C 0.10 0.22 -0.48
C -1.21 -0.64 1.41
C -1.31 -1.88 0.89
N 0.57 -1.59 -2.12
H -0.25 1.29 1.33
H 0.46 1.02 -1.12
H -1.66 -0.31 2.33
H -1.89 -2.72 1.28
H 1.11 -1.00 -2.72
H 1.20 -3.45 -2.78
H -0.28 -5.44 0.07
H -1.05 -5.27 -1.46
H -1.70 -4.63 -0.01
```

HOMO energy	-3.9	eV
Kohn-Sham gap	6.6	eV
total charge	-1

=====

Last place for stability: run 1